Record 1
A single C16H23BrO6 molecule. Source: OMol25; level of theory: wB97M-V/def2-TZVPD.

```
46
Properties=species:S:1:pos:R:3:forces:R:3
Br -6.495 -0.451 1.148 0.097 0.031 -0.056
C -4.888 0.065 0.274 -0.074 -0.011 0.083
C -4.415 1.354 0.412 -0.111 -0.122 0.034
C -3.249 1.710 -0.241 0.158 -0.020 -0.141
C -2.546 0.807 -1.032 -0.104 -0.216 -0.017
C -3.016 -0.522 -1.123 -0.088 0.237 0.204
C -4.196 -0.867 -0.473 0.102 0.106 -0.044
H -4.549 -1.882 -0.569 -0.013 -0.094 -0.003
O -2.445 -1.533 -1.840 -0.286 0.174 -0.059
C -1.041 -1.604 -1.987 0.783 -0.060 0.047
C -0.333 -1.699 -0.625 -0.384 0.086 -0.138
O 1.065 -1.575 -0.763 0.017 0.217 -0.084
C 1.800 -2.781 -0.751 0.168 -0.259 0.413
C 2.025 -3.355 0.660 -0.141 0.102 -0.426
O 2.957 -2.657 1.449 0.215 0.137 -0.095
C 2.539 -1.406 1.953 -0.013 0.379 0.099
C 3.113 -0.226 1.160 0.054 -0.309 -0.086
O 2.385 0.929 1.518 -0.124 -0.099 0.117
C 2.879 2.108 0.920 -0.146 0.305 0.075
C 1.824 3.214 1.044 0.379 -0.232 0.037
O 0.941 3.271 -0.051 -0.245 0.005 -0.295
C 0.091 2.149 -0.165 -0.197 -0.182 -0.115
H 0.667 1.217 -0.209 -0.080 0.037 -0.003
C -0.703 2.300 -1.465 0.412 0.403 0.276
H 0.000 2.407 -2.295 -0.085 0.052 0.105
H -1.331 3.196 -1.434 0.014 -0.065 -0.051
O -1.443 1.139 -1.768 -0.239 -0.342 0.019
H -0.583 2.095 0.705 0.095 -0.056 -0.076
H 1.272 3.059 1.981 0.053 0.065 -0.016
H 2.309 4.191 1.061 0.006 -0.084 0.091
H 3.809 2.418 1.420 -0.056 -0.022 -0.060
H 3.098 1.941 -0.144 -0.002 0.032 0.048
H 4.180 -0.099 1.389 -0.057 -0.008 -0.021
H 3.006 -0.416 0.084 0.041 0.014 0.113
H 2.888 -1.348 2.989 -0.094 0.028 -0.076
H 1.447 -1.321 1.950 0.011 -0.012 -0.002
H 1.061 -3.422 1.186 0.072 -0.051 -0.033
H 2.441 -4.361 0.560 -0.134 0.014 -0.039
H 2.769 -2.539 -1.196 -0.038 -0.122 -0.003
H 1.307 -3.543 -1.367 0.027 -0.005 -0.009
H -0.664 -0.865 0.005 -0.021 -0.138 -0.006
H -0.612 -2.636 -0.128 0.005 0.067 0.024
H -0.876 -2.513 -2.571 0.034 0.098 0.061
H -0.644 -0.746 -2.537 -0.058 -0.231 0.083
H -2.897 2.724 -0.141 0.085 0.101 -0.017
H -4.947 2.077 1.010 -0.039 0.049 0.039
```
Positions in Å, forces in eV/Å.

## Properties
Net charge ... 0
Kohn-Sham gap ... 9.16 eV
Energy relative to the best compared isomer or geometry (same formula, charge and spin) ... 0.206 eV
LUMO level ... 0.82 eV



Record 2
A molecular structure, C16H23Cl2NNiO5 in a non-equilibrium geometry. Source: OMol25; level of theory: wB97M-V/def2-TZVPD.

```
48
Properties=species:S:1:pos:R:3:forces:R:3
Ni -0.313 0.219 -0.532 -0.380 1.139 0.367
C -0.963 -1.582 -3.092 -0.219 2.081 2.025
C -1.267 -2.750 -2.212 -0.170 -0.894 1.521
O -0.670 -2.801 -0.885 1.095 -0.195 -1.050
C 0.716 -3.234 -0.686 -0.811 1.037 -0.400
C 1.674 -2.035 -0.542 0.106 0.730 0.414
O 1.089 -0.957 0.296 1.696 -2.335 -0.979
C 2.056 -0.326 1.122 -0.400 0.514 0.904
C 1.598 1.116 1.359 -0.324 0.297 2.413
O 2.102 1.846 0.291 0.164 0.350 -1.174
C 1.552 3.107 -0.125 -0.341 -2.022 -0.560
C 0.959 2.910 -1.542 -1.354 0.736 1.407
O -0.244 2.128 -1.418 -0.398 -0.622 -1.694
C -0.971 2.125 -2.717 0.572 1.220 2.198
C -1.338 0.779 -3.247 -1.407 -1.459 -0.070
O -1.226 -0.312 -2.285 0.275 -0.691 -2.289
H -1.610 -1.510 -3.946 -0.521 -0.395 -0.389
H 0.049 -1.535 -3.437 0.835 0.047 -0.080
H -0.963 -3.670 -2.725 -0.394 0.023 -0.232
H -2.357 -2.739 -1.971 0.800 -0.215 -0.347
H 1.087 -4.031 -1.370 -0.297 0.855 -0.231
H 0.704 -3.735 0.258 -0.267 -0.147 0.822
H 1.968 -1.512 -1.451 -0.282 -0.281 -0.478
H 2.633 -2.380 -0.112 -0.514 -0.012 0.165
H 3.063 -0.186 0.709 -0.206 -0.518 -0.417
H 2.115 -0.923 2.039 0.065 0.354 0.099
H 2.094 1.520 2.331 -0.891 -0.737 -1.249
H -0.073 2.206 1.311 -0.679 0.272 0.482
H 2.421 3.700 -0.197 0.714 1.334 -0.090
H 0.838 3.488 0.610 0.135 0.322 -0.394
H 1.668 2.431 -2.219 0.093 0.109 0.041
H 0.541 3.863 -1.917 1.026 0.059 -0.042
H -0.313 2.652 -3.391 -0.046 -0.007 -0.598
H -1.843 2.749 -2.546 -0.188 -0.002 0.015
H -0.716 0.549 -4.088 0.594 -0.204 -0.477
H -2.398 0.783 -3.661 1.081 0.090 0.627
Cl 0.400 2.272 4.409 1.082 1.781 0.175
C -0.388 0.908 3.846 0.120 -1.952 2.383
C -0.763 -0.045 4.845 0.570 1.502 0.292
C -1.696 -0.998 4.646 -0.586 -1.375 -0.267
C -2.062 -1.265 3.245 -0.760 -0.400 -0.662
C -1.477 -0.477 2.268 0.480 0.685 1.229
Cl -2.104 -0.662 0.658 -0.583 -0.306 -0.116
C -0.532 0.564 2.518 -1.508 -0.941 -2.945
N 0.101 1.222 1.411 1.507 -0.863 -0.609
H -0.239 0.111 5.793 -0.765 -0.028 0.150
H -2.184 -1.494 5.517 0.720 0.009 -0.994
H -2.719 -2.085 2.833 0.558 1.057 1.105
```
Positions in Å, forces in eV/Å.

## Properties
<S²> ... 2.0181
Net charge ... 0
Kohn-Sham gap (alpha / beta) ... 2.84 / 6.51 eV
Energy relative to the best compared isomer or geometry (same formula, charge and spin) ... 1.324 eV
Multiplicity ... 3
LUMO level (alpha / beta) ... 0.13 / 0.14 eV



Record 3
A molecular structure, C16H23ClCoIN3O4S. Source: OMol25; level of theory: wB97M-V/def2-TZVPD.

```
50
Properties=species:S:1:pos:R:3:forces:R:3
Co 0.161 0.031 0.071 0.254 -0.298 0.171
Cl -4.981 0.541 4.451 -0.037 -0.007 0.036
C -3.723 0.851 3.306 0.043 0.038 -0.054
C -3.308 2.136 3.082 -0.032 -0.168 0.020
C -2.275 2.418 2.168 0.049 -0.154 -0.076
I -1.669 4.367 1.829 0.003 0.005 -0.008
C -1.670 1.394 1.472 -0.336 -0.291 0.114
O -0.732 1.567 0.570 0.200 -0.078 -0.030
C -2.111 0.060 1.694 0.118 0.458 0.067
N -1.449 -0.899 0.973 0.259 0.246 -0.388
C -1.778 -2.152 1.186 -0.007 -0.354 -0.179
C -2.776 -2.546 2.087 -0.075 0.094 0.061
C -3.459 -1.597 2.801 0.102 0.011 -0.117
C -3.129 -0.239 2.617 -0.048 0.043 0.083
H -3.775 2.947 3.622 -0.013 -0.003 0.012
H -1.247 -2.916 0.633 -0.237 0.226 0.152
H -2.987 -3.599 2.201 -0.012 -0.012 0.012
H -4.235 -1.872 3.501 -0.003 -0.004 0.018
C 1.059 -2.926 -0.209 -0.009 0.069 -0.001
N 1.207 -1.575 -0.797 0.061 0.008 -0.103
C 2.667 -1.295 -0.794 -0.064 -0.083 -0.002
C 0.730 -1.627 -2.206 -0.056 0.005 0.106
C 0.524 -0.225 -2.713 0.000 -0.007 0.056
N -0.364 0.525 -1.787 -0.146 -0.213 0.075
C -1.783 0.168 -2.005 -0.016 -0.006 0.014
C -0.200 1.970 -2.092 0.069 -0.002 0.075
H 1.744 -3.618 -0.706 0.011 0.024 0.012
H 0.050 -3.295 -0.369 0.227 0.013 -0.055
H 1.294 -2.894 0.853 -0.067 0.031 0.005
H 3.181 -2.085 -1.346 0.007 -0.015 0.020
H 3.018 -1.292 0.235 0.001 -0.024 -0.048
H 2.884 -0.335 -1.244 0.008 0.058 -0.022
H -0.208 -2.184 -2.227 0.000 0.008 0.032
H 1.448 -2.171 -2.827 -0.034 0.019 -0.005
H 0.093 -0.221 -3.717 0.021 -0.025 0.014
H 1.473 0.309 -2.760 -0.008 0.012 0.014
H -2.077 0.428 -3.024 -0.003 0.006 0.006
H -2.391 0.727 -1.297 0.006 -0.025 -0.027
H -1.938 -0.897 -1.845 -0.015 -0.005 0.006
H -0.388 2.115 -3.158 0.009 0.023 0.011
H 0.813 2.276 -1.844 -0.037 0.016 0.010
H -0.901 2.551 -1.505 -0.015 0.011 0.040
C 3.584 0.794 1.980 -0.046 -0.132 -0.065
S 1.869 1.025 1.611 -0.072 0.292 0.092
O 1.382 2.105 2.396 0.253 -0.069 0.024
O 1.748 1.178 0.104 -0.054 -0.005 -0.072
O 1.138 -0.283 1.790 -0.259 0.241 -0.143
H 3.912 1.661 2.544 0.010 0.031 -0.010
H 4.139 0.697 1.051 0.014 0.001 -0.004
H 3.685 -0.109 2.578 -0.020 -0.008 0.050
```
Positions in Å, forces in eV/Å.

## Properties
Net charge ... +1
Kohn-Sham gap ... 6.59 eV
LUMO level ... -3.90 eV



Question: What is the net charge in the third record?
Answer: +1



Question: Which value of net charge does entry 3 give?
Answer: +1